(1)
{"formula": "C28H24FeO4P", "method": "ωB97M-V/def2-TZVPD", "symbols": ["C", "O", "C", "C", "C", "C", "C", "C", "Fe", "C", "O", "C", "O", "C", "O", "H", "H", "H", "H", "H", "H", "H", "H", "H", "C", "C", "C", "C", "P", "C", "C", "C", "C", "C", "C", "C", "C", "C", "C", "C", "C", "C", "C", "H", "H", "H", "H", "H", "H", "H", "H", "H", "H", "H", "H", "H", "H", "H"], "positions_angstrom": [[-2.2058, 3.7695, -2.8959], [-1.0989, 3.2498, -3.7198], [-0.1630, 2.4635, -3.1012], [0.0349, 2.5874, -1.6786], [0.2963, 1.2605, -0.8920], [0.4754, -0.0377, -1.6709], [0.6961, 0.1823, -3.0536], [0.4381, 1.3623, -3.7742], [1.0902, 4.5864, -1.7367], [2.2089, 4.0797, -0.4606], [2.9779, 3.6271, 0.3060], [0.7204, 6.2096, -1.3113], [0.9525, 7.3507, -1.2240], [2.3965, 4.8372, -2.8507], [3.3527, 4.9694, -3.5301], [-1.9384, 4.7291, -2.3905], [-3.0634, 3.9198, -3.5757], [-2.4612, 3.0324, -2.1101], [-0.7026, 3.1883, -1.1136], [1.1756, 1.4250, -0.2363], [-0.5516, 1.1236, -0.1842], [1.0323, -0.8969, -1.1689], [1.1610, -0.6206, -3.6350], [0.5736, 1.3882, -4.8669], [1.4592, 1.5054, 3.6468], [2.4053, 0.9347, 2.7881], [2.0131, -0.0326, 1.8608], [0.6593, -0.4376, 1.7791], [0.1358, -1.5341, 0.4187], [0.9218, -3.1318, 0.7790], [0.7965, -4.1615, -0.1785], [1.1867, -5.4663, 0.1354], [1.7824, -5.7633, 1.3668], [1.9860, -4.7287, 2.2774], [1.5824, -3.4207, 1.9890], [-1.6530, -1.8499, 0.4629], [-2.5185, -1.2328, -0.4727], [-3.8941, -1.2397, -0.2418], [-4.4373, -2.0588, 0.7530], [-3.5895, -2.8588, 1.5195], [-2.2078, -2.7352, 1.4067], [-0.2572, 0.0497, 2.7290], [0.1349, 1.0564, 3.6212], [1.7557, 2.2898, 4.3467], [3.4493, 1.2544, 2.8323], [2.7618, -0.4554, 1.1865], [0.3856, -3.9355, -1.1630], [1.0289, -6.2704, -0.5814], [2.0852, -6.7899, 1.6151], [2.4685, -4.9411, 3.2334], [1.7787, -2.6273, 2.7088], [-2.1107, -0.7477, -1.3634], [-4.5610, -0.6075, -0.8335], [-5.5178, -2.0867, 0.9204], [-4.0115, -3.5774, 2.2312], [-1.5438, -3.3278, 2.0456], [-1.2699, -0.3553, 2.7618], [-0.6028, 1.4970, 4.2937]], "forces_ev_per_a": [[0.440, 0.065, 0.025], [0.373, -0.430, 0.266], [-1.524, 1.411, 3.329], [-1.602, -2.003, -1.467], [0.107, 0.429, 0.594], [1.727, 2.639, -2.254], [0.527, -0.791, 0.255], [-0.081, -0.382, -0.472], [-1.593, -4.042, 0.077], [2.643, -1.492, 3.103], [-2.117, 1.281, -2.102], [1.204, 5.299, 0.232], [-1.228, -2.284, 0.212], [4.434, 1.046, -3.779], [-3.131, -0.441, 2.258], [-0.038, -0.657, -0.552], [0.661, -0.074, 0.261], [0.036, 0.282, -0.538], [0.530, 0.024, -0.406], [-0.252, -0.259, -0.153], [0.318, 0.389, -0.168], [-0.474, 1.045, -1.233], [-0.372, 0.116, 0.151], [-0.129, -0.066, 0.673], [-0.153, -0.168, -0.164], [-0.110, -0.191, -0.007], [-0.249, 0.183, -0.132], [0.117, 0.101, 0.222], [-0.209, -1.902, 3.172], [0.383, -0.514, -0.350], [-0.042, -0.148, 0.338], [0.056, 0.075, -0.095], [-0.227, 0.241, -0.096], [0.116, 0.173, 0.091], [-0.071, -0.013, -0.045], [-0.661, -0.053, -0.852], [0.284, 0.313, 0.581], [-0.173, -0.212, -0.029], [0.241, 0.144, -0.042], [-0.095, -0.153, 0.187], [0.404, 0.086, 0.123], [0.080, 0.332, -0.282], [0.093, -0.249, -0.098], [-0.097, -0.258, -0.264], [-0.385, -0.130, -0.052], [-0.232, 0.151, 0.083], [-0.078, -0.166, 0.242], [0.071, 0.268, 0.056], [-0.171, 0.561, -0.180], [-0.142, 0.137, -0.293], [-0.178, -0.229, -0.098], [-0.089, 0.200, 0.461], [0.292, -0.389, -0.031], [0.424, -0.001, -0.112], [0.223, 0.367, -0.251], [-0.301, 0.267, -0.161], [0.179, 0.317, -0.121], [0.238, -0.246, -0.116]], "spin_multiplicity": 5, "total_charge": 1, "orbital_gap_ev": [7.36, 5.05], "s2": 6.09}

=====

(2)
{"formula": "C28H24GeNaO4S", "method": "ωB97M-V/def2-TZVPD", "symbols": ["Na", "O", "C", "O", "C", "C", "C", "C", "S", "C", "C", "H", "H", "H", "H", "H", "O", "C", "O", "C", "C", "Ge", "C", "C", "C", "C", "C", "C", "C", "C", "C", "C", "C", "C", "C", "C", "C", "C", "C", "C", "H", "H", "H", "H", "H", "H", "H", "H", "H", "H", "H", "H", "H", "H", "H", "H", "H", "H", "H"], "positions_angstrom": [[-0.3022, 0.4453, -0.1836], [-0.8462, -1.3360, 8.8634], [0.3046, -1.1214, 8.1632], [1.3664, -1.2755, 8.7103], [0.1471, -0.7109, 6.7402], [-1.0630, -0.3040, 6.1763], [-1.1415, 0.0590, 4.8476], [-0.0128, 0.0298, 4.0150], [-0.1168, 0.4753, 2.3345], [1.1979, -0.3738, 4.5974], [1.2801, -0.7294, 5.9265], [-1.5943, -1.2563, 8.2618], [-1.9744, -0.2306, 6.7639], [-2.0853, 0.3804, 4.4268], [2.0830, -0.4016, 3.9754], [2.2231, -1.0335, 6.3591], [-0.7898, 2.4381, -3.6881], [-0.4731, 2.0860, -2.5506], [-0.4111, 0.8948, -2.1267], [-0.0731, 3.1652, -1.5371], [1.3214, 2.9899, -0.9213], [2.9516, 2.9550, -2.0239], [3.0217, 4.5214, -3.1927], [1.9096, 4.7322, -4.0175], [1.8736, 5.7941, -4.9098], [2.9450, 6.6680, -5.0053], [4.0606, 6.4649, -4.2119], [4.0954, 5.4008, -3.3205], [4.3211, 2.8710, -0.6310], [4.3413, 1.7009, 0.1331], [5.1983, 1.5502, 1.2116], [6.0659, 2.5760, 1.5542], [6.0580, 3.7484, 0.8180], [5.1898, 3.8928, -0.2570], [3.2441, 1.3886, -3.1514], [4.4649, 0.7178, -3.0807], [4.7513, -0.3535, -3.9160], [3.8164, -0.7720, -4.8472], [2.6010, -0.1108, -4.9381], [2.3148, 0.9575, -4.1023], [-0.8111, 3.1674, -0.7245], [-0.1479, 4.1475, -2.0070], [1.4026, 2.0836, -0.3053], [1.5227, 3.8138, -0.2279], [1.0492, 4.0766, -3.9834], [0.9992, 5.9304, -5.5327], [2.9135, 7.4982, -5.6994], [4.9122, 7.1289, -4.2882], [4.9977, 5.2570, -2.7429], [3.6763, 0.8786, -0.1100], [5.1791, 0.6349, 1.7882], [6.7359, 2.4656, 2.3965], [6.7209, 4.5617, 1.0828], [5.1915, 4.8336, -0.7875], [5.2165, 1.0272, -2.3630], [5.7059, -0.8572, -3.8361], [4.0324, -1.6081, -5.4994], [1.8609, -0.4277, -5.6608], [1.3538, 1.4395, -4.2040]], "forces_ev_per_a": [[-0.019, -0.468, 0.920], [0.175, -0.011, 0.013], [0.056, 0.073, -0.197], [-0.239, -0.008, 0.016], [0.057, -0.091, 0.288], [-0.021, 0.012, -0.021], [-0.086, 0.047, -0.018], [-0.072, -0.068, -0.333], [0.044, 0.079, 0.333], [0.182, -0.011, -0.019], [-0.098, 0.037, -0.041], [-0.020, -0.004, 0.006], [0.026, -0.004, 0.022], [0.009, -0.006, 0.002], [-0.005, 0.009, -0.014], [0.018, -0.014, 0.028], [-0.005, 0.240, -0.355], [0.162, 0.054, -0.065], [-0.074, -0.090, -0.634], [0.115, 0.340, 0.153], [-0.010, -0.112, 0.012], [-0.079, 0.079, -0.052], [-0.152, 0.078, -0.147], [0.061, 0.132, 0.023], [-0.040, -0.016, -0.015], [-0.030, 0.048, -0.055], [0.032, -0.017, 0.028], [0.106, -0.055, 0.007], [0.093, -0.003, 0.158], [0.010, -0.069, 0.009], [-0.013, -0.016, 0.001], [0.036, -0.004, 0.035], [-0.006, 0.016, -0.017], [0.001, 0.059, 0.012], [0.005, -0.167, -0.149], [0.092, 0.000, 0.048], [0.021, 0.005, 0.015], [-0.016, -0.013, -0.026], [-0.031, -0.025, -0.027], [0.056, 0.036, 0.067], [-0.020, -0.033, -0.007], [0.011, -0.070, -0.034], [-0.044, 0.153, -0.039], [-0.067, -0.055, 0.015], [-0.080, -0.165, 0.061], [-0.020, 0.016, -0.020], [-0.003, 0.015, -0.022], [0.020, 0.019, 0.003], [0.017, -0.045, 0.052], [-0.028, 0.018, -0.037], [0.006, -0.023, 0.017], [0.018, -0.008, 0.028], [0.027, 0.025, 0.017], [-0.028, 0.047, -0.044], [-0.033, 0.022, 0.001], [0.037, -0.019, 0.005], [0.009, -0.033, -0.027], [-0.029, -0.021, -0.024], [-0.134, 0.085, 0.041]], "total_charge": -1, "orbital_gap_ev": 6.99}

=====

(3)
{"formula": "C28H24N6RhS2Te", "method": "ωB97M-V/def2-TZVPD", "symbols": ["Rh", "C", "C", "C", "C", "N", "C", "C", "C", "C", "C", "C", "N", "H", "H", "H", "H", "H", "H", "H", "H", "N", "C", "N", "C", "C", "S", "C", "C", "S", "C", "N", "N", "H", "H", "H", "H", "H", "H", "Te", "C", "C", "C", "C", "C", "C", "C", "C", "C", "C", "C", "C", "H", "H", "H", "H", "H", "H", "H", "H", "H", "H"], "positions_angstrom": [[-0.1617, 0.0377, -0.4838], [4.0638, -0.7459, 0.1328], [4.4604, 0.3781, 0.8509], [3.5297, 1.3702, 1.1230], [2.2273, 1.1996, 0.6779], [1.8573, 0.1000, 0.0154], [2.7509, -0.8454, -0.2725], [1.1228, 2.1471, 0.8742], [1.2568, 3.3795, 1.4896], [0.1424, 4.1871, 1.6578], [-1.0896, 3.7393, 1.2111], [-1.1744, 2.5118, 0.5908], [-0.0995, 1.7371, 0.4174], [4.7584, -1.5398, -0.1020], [5.4811, 0.4812, 1.1926], [3.8145, 2.2539, 1.6735], [2.3824, -1.7069, -0.8186], [2.2234, 3.7063, 1.8413], [0.2350, 5.1505, 2.1404], [-1.9846, 4.3306, 1.3387], [-2.1163, 2.1249, 0.2343], [-2.8865, 1.6812, -2.3004], [-3.1224, 0.5528, -1.6451], [-2.2411, -0.1354, -0.9177], [-2.8583, -1.2201, -0.2852], [-4.1630, -1.3726, -0.5623], [-4.7157, -0.1531, -1.6220], [-2.0413, -1.9907, 0.6368], [-2.3886, -3.0700, 1.3576], [-1.1098, -3.5967, 2.3691], [-0.1208, -2.3012, 1.7780], [-0.7243, -1.5567, 0.8480], [1.0994, -2.0886, 2.2403], [-1.9411, 1.9903, -2.4633], [-3.6162, 2.1220, -2.8386], [-4.8431, -2.1169, -0.1864], [-3.3305, -3.5921, 1.3607], [1.4842, -2.6651, 2.9750], [1.6169, -1.2538, 1.9741], [0.6341, 1.0464, -2.9035], [2.3546, 2.2746, -2.5702], [2.1660, 3.6500, -2.5856], [3.2478, 4.4989, -2.4154], [4.5176, 3.9764, -2.2260], [4.7042, 2.6032, -2.2129], [3.6232, 1.7529, -2.3847], [1.1566, -0.3357, -4.4621], [2.2625, -1.1712, -4.3936], [2.5740, -1.9647, -5.4848], [1.7825, -1.9236, -6.6216], [0.6722, -1.0940, -6.6729], [0.3435, -0.3025, -5.5840], [1.1814, 4.0688, -2.7554], [3.1015, 5.5693, -2.4505], [5.3642, 4.6387, -2.1080], [5.6991, 2.1947, -2.0916], [3.7858, 0.6902, -2.4102], [2.8889, -1.2012, -3.5089], [3.4370, -2.6149, -5.4484], [2.0312, -2.5441, -7.4715], [0.0574, -1.0618, -7.5615], [-0.5241, 0.3412, -5.6279]], "forces_ev_per_a": [[0.339, -1.920, -0.778], [0.178, 0.048, 0.077], [-0.129, -0.012, -0.026], [-0.009, -0.072, -0.049], [-0.082, 0.341, 0.097], [-0.773, -0.337, -0.281], [0.022, -0.371, -0.112], [-0.313, 0.283, 0.112], [-0.084, -0.155, -0.044], [-0.037, 0.020, 0.005], [0.045, 0.150, 0.104], [-0.172, -0.083, 0.003], [0.760, 0.902, 0.172], [0.022, -0.005, -0.005], [0.026, -0.003, 0.009], [0.015, 0.025, 0.011], [0.036, -0.003, 0.019], [0.037, 0.001, 0.010], [0.005, 0.015, 0.006], [-0.026, 0.007, -0.005], [0.008, -0.001, -0.028], [0.340, 0.598, -0.266], [-0.659, -0.998, 0.356], [0.635, 0.440, -0.096], [0.049, -0.173, 0.153], [0.104, -0.160, 0.168], [0.401, 0.491, -0.239], [0.017, -0.218, 0.162], [-0.286, 0.063, -0.204], [0.419, 0.244, -0.028], [-0.908, -0.218, -0.163], [0.065, 0.596, -0.060], [1.062, 0.505, 0.134], [-0.071, 0.017, -0.061], [0.020, -0.020, -0.013], [-0.027, -0.052, 0.031], [-0.028, -0.031, -0.011], [-0.048, 0.084, -0.077], [-0.337, -0.507, 0.233], [-0.227, 0.973, -0.200], [-0.186, -0.348, 0.051], [-0.561, 0.091, -0.051], [0.044, 0.059, 0.043], [0.032, 0.074, 0.016], [0.058, -0.065, -0.006], [0.124, -0.255, -0.079], [0.173, -0.088, 0.712], [0.216, 0.012, 0.353], [0.084, -0.016, 0.085], [-0.069, -0.003, -0.110], [0.015, -0.088, -0.045], [-0.301, 0.316, 0.078], [-0.002, 0.042, -0.021], [-0.037, 0.019, -0.005], [0.009, 0.015, -0.006], [-0.013, -0.032, -0.013], [0.086, -0.248, -0.009], [-0.018, -0.018, -0.074], [0.019, 0.005, 0.018], [-0.001, 0.005, -0.017], [-0.022, 0.016, 0.007], [-0.036, 0.045, -0.044]], "total_charge": 3, "orbital_gap_ev": [5.32, 5.32]}

=====

(4)
{"formula": "C28H24NO3S4Sn", "method": "ωB97M-V/def2-TZVPD", "symbols": ["Sn", "S", "C", "C", "C", "C", "C", "C", "S", "C", "C", "C", "C", "C", "C", "C", "S", "C", "C", "C", "C", "C", "C", "S", "N", "H", "H", "H", "H", "H", "H", "H", "H", "H", "H", "H", "H", "H", "H", "H", "C", "O", "C", "C", "C", "C", "C", "C", "O", "C", "O", "C", "H", "H", "H", "H", "H", "H", "H", "H", "H"], "positions_angstrom": [[-0.5216, -0.0995, 0.1844], [-2.0617, -1.5126, 1.3836], [-0.8109, -2.7117, 1.7895], [-0.9365, -3.3567, 3.0199], [-0.0463, -4.3410, 3.4126], [1.0077, -4.7066, 2.5876], [1.1587, -4.0810, 1.3628], [0.2682, -3.0902, 0.9691], [0.5220, -2.3266, -0.6282], [2.2250, -1.7239, -0.5335], [2.3510, -0.3518, -1.1541], [3.5493, 0.0009, -1.7525], [3.7326, 1.3037, -2.1784], [2.7216, 2.2265, -1.9692], [1.5409, 1.8135, -1.3804], [0.4596, 2.8135, -1.0656], [-0.1525, 2.5848, 0.6328], [1.4129, 2.6043, 1.4708], [2.1447, 3.7865, 1.5152], [3.3855, 3.8202, 2.1235], [3.8914, 2.6600, 2.6980], [3.1620, 1.4849, 2.6650], [1.9049, 1.4312, 2.0567], [1.0148, -0.0927, 2.1720], [1.3545, 0.5345, -1.0223], [-1.7470, -3.0671, 3.6751], [-0.1754, -4.8221, 4.3726], [1.7015, -5.4783, 2.8902], [1.9660, -4.3719, 0.7024], [2.8802, -2.4216, -1.0500], [2.5102, -1.6565, 0.5186], [4.3300, -0.7393, -1.8571], [4.6625, 1.6042, -2.6418], [2.8430, 3.2639, -2.2466], [-0.3992, 2.7238, -1.7291], [0.8648, 3.8190, -1.1567], [1.7277, 4.6884, 1.0831], [3.9477, 4.7429, 2.1617], [4.8574, 2.6733, 3.1848], [3.5576, 0.5898, 3.1268], [-3.9990, 5.2086, -2.3898], [-4.3315, 4.1851, -3.3164], [-3.8627, 2.9468, -3.0975], [-4.2568, 1.9724, -4.0268], [-3.8474, 0.6816, -3.8490], [-3.0128, 0.2852, -2.7840], [-2.6052, -1.0974, -2.5894], [-3.2814, -2.2355, -3.3043], [-1.7308, -1.3871, -1.7717], [-2.5981, 1.2787, -1.8753], [-1.8049, 1.0861, -0.8248], [-3.0418, 2.6017, -2.0348], [-4.4820, 6.1093, -2.7550], [-2.9188, 5.3675, -2.3506], [-4.3735, 4.9710, -1.3923], [-4.8864, 2.2582, -4.8568], [-4.1665, -0.0565, -4.5697], [-3.9228, -1.9519, -4.1300], [-3.8890, -2.7571, -2.5614], [-2.5192, -2.9334, -3.6470], [-2.7554, 3.3187, -1.2789]], "forces_ev_per_a": [[-0.166, 0.131, -0.061], [0.087, -0.164, -0.138], [0.024, 0.008, -0.059], [0.027, -0.040, 0.032], [-0.025, 0.027, -0.001], [0.007, 0.016, -0.033], [0.008, -0.033, 0.057], [-0.072, 0.081, -0.019], [0.020, -0.174, 0.182], [-0.029, -0.020, -0.019], [0.052, -0.004, -0.029], [-0.012, 0.012, -0.021], [-0.029, 0.005, 0.015], [0.029, -0.018, -0.024], [-0.082, 0.060, -0.081], [0.109, -0.024, 0.046], [0.116, 0.085, 0.100], [-0.076, -0.094, -0.009], [0.014, 0.050, -0.013], [0.020, -0.026, 0.009], [-0.029, 0.009, -0.010], [0.040, 0.015, 0.002], [-0.072, -0.060, -0.045], [-0.018, 0.151, -0.008], [0.019, -0.060, -0.026], [-0.002, 0.000, 0.001], [-0.003, 0.001, 0.003], [0.005, -0.002, -0.003], [0.005, -0.003, 0.004], [0.018, 0.017, 0.004], [-0.025, -0.018, 0.010], [0.005, 0.002, -0.004], [0.003, -0.002, -0.002], [0.008, 0.004, 0.000], [-0.015, -0.025, 0.028], [0.002, 0.001, -0.010], [-0.001, -0.003, -0.003], [-0.005, 0.005, 0.002], [0.006, -0.003, -0.001], [-0.005, -0.007, -0.001], [0.008, 0.017, 0.007], [0.004, -0.009, -0.014], [0.020, -0.010, 0.036], [-0.018, -0.009, -0.036], [0.033, -0.057, 0.000], [0.024, 0.011, 0.031], [-0.182, 0.107, 0.025], [0.056, -0.036, 0.006], [0.154, -0.064, -0.062], [-0.031, 0.071, -0.124], [0.015, 0.153, 0.291], [-0.040, -0.096, -0.019], [-0.004, -0.005, 0.008], [0.001, -0.010, -0.007], [-0.003, -0.003, 0.002], [-0.010, 0.021, 0.013], [-0.011, 0.000, -0.005], [0.012, 0.017, -0.016], [0.001, 0.007, -0.005], [-0.006, -0.012, -0.004], [0.013, 0.005, -0.006]], "total_charge": 1, "orbital_gap_ev": 7.66}

=====

In eV/Å, the maximum force values for the records above are, in order, 5.9; 1.0; 2.1; 0.3.